Entry 1:
The following is a DFT calculation (ωB97M-V/def2-TZVPD) of a molecular structure, C10H20F3N2O9S3.

As for the total energy: -72761.5935 eV. Its multiplicity is 1. As for the net charge: -1. As for the LUMO energy: 0.07332 Eh. The molar mass is 465.470 g mol⁻¹. The calculation puts the max |F| at 0.0100 hartree/bohr.

Last column: natural (NBO) charge in e.
Geometry (Å):
C: -0.3588 2.4674 0.2719  -0.627
C: -0.6016 1.1531 -0.4368  -0.060
O: -1.6021 0.4195 0.2724  -0.534
C: -1.2930 -0.8917 0.6257  -0.057
C: -1.5845 -1.9047 -0.4683  -0.242
N: -0.5559 -1.8639 -1.5435  -0.702
C: 0.4341 -2.9547 -1.4537  -0.223
C: 1.8188 -2.5195 -1.9244  -0.405
C: 2.9148 -3.4514 -1.3924  -0.517
C: 4.2478 -2.7391 -1.4508  0.824
O: 4.8138 -2.4819 -2.4708  -0.548
O: 4.7604 -2.3907 -0.2280  -0.560
C: 4.6210 -0.9995 0.1264  -0.066
C: 3.4450 -0.7827 1.0613  -0.637
S: -0.9985 -1.5908 -3.1079  2.542
O: -1.3618 -2.7942 -3.7778  -0.919
O: -0.0934 -0.6843 -3.7110  -0.898
F: -2.3178 -0.7934 -2.8727  -0.471
H: -1.2934 3.0022 0.4137  0.252
H: 0.0828 2.2987 1.2534  0.207
H: 0.3174 3.0833 -0.3234  0.201
H: 0.3146 0.5562 -0.5142  0.152
H: -0.9479 1.3184 -1.4616  0.174
H: -0.2435 -0.9827 0.9427  0.156
H: -1.9213 -1.1461 1.4830  0.197
H: -1.5907 -2.9084 -0.0367  0.191
H: -2.5765 -1.7175 -0.8606  0.232
H: 0.0945 -3.8305 -2.0147  0.210
H: 0.4855 -3.2172 -0.3987  0.206
H: 1.8658 -2.4607 -3.0112  0.234
H: 1.9784 -1.5018 -1.5570  0.214
H: 2.6964 -3.7577 -0.3708  0.218
H: 2.9986 -4.3395 -2.0212  0.233
H: 5.5547 -0.7073 0.6017  0.190
H: 4.5153 -0.4122 -0.7880  0.187
H: 2.4973 -0.7866 0.5206  0.202
H: 3.4169 -1.5806 1.8032  0.216
H: 3.5439 0.1729 1.5743  0.226
N: -3.7729 4.3246 3.4919  -1.239
S: -5.3331 4.5666 3.6762  2.516
O: -6.1221 4.1773 2.5522  -0.939
O: -5.6759 5.7650 4.3715  -0.936
F: -5.5584 3.4121 4.7418  -0.508
S: -3.0017 5.2201 2.4573  2.523
O: -1.7010 4.6775 2.2225  -0.958
O: -3.1359 6.6293 2.6461  -0.943
F: -3.7758 4.9471 1.0864  -0.514

Entry 2:
The following is a DFT calculation (ωB97M-V/def2-TZVPD) of a molecular structure, C22H23BF4FeNO2S2Se.

As for the total energy: -161727.2704 eV. Its multiplicity is 2. As for the LUMO energy (alpha / beta): -0.03039 / -0.00720 Eh. The molar mass is 619.174 g mol⁻¹. The calculation puts the max |F| at 0.0111 hartree/bohr. As for the energy above the lowest of the compared OMol25 structures with the same formula, charge and spin: 9.9 kJ/mol.

Last column: natural (NBO) charge in e.
Geometry (Å):
Fe: -1.2523 -0.5789 0.3417  0.986
C: -1.3818 -1.5920 2.1242  -0.274
C: -0.0141 -1.2927 1.8122  -0.218
C: 0.1084 0.1147 1.7649  -0.254
C: -1.1566 0.6812 2.0741  -0.236
C: -2.0631 -0.3660 2.3235  -0.215
H: -1.8230 -2.5733 2.1917  0.258
H: 0.7613 -2.0010 1.5770  0.271
H: 0.9953 0.6380 1.4509  0.270
H: -1.4108 1.7280 2.0289  0.256
H: -3.1236 -0.2590 2.4858  0.287
O: 2.0566 -0.1600 -0.5134  -1.007
S: 3.3572 0.0111 -1.2238  1.283
C: 3.0733 0.7946 -2.8470  -0.604
C: 2.0808 1.9552 -2.8359  -0.411
C: 0.6653 1.4723 -3.1557  -0.438
C: -0.4060 2.5065 -2.8121  -0.576
S: -1.7597 1.8360 -1.8037  1.320
O: -0.9977 0.8338 -0.9512  -0.995
C: -2.6870 0.9451 -3.0223  -0.318
C: -2.1899 -0.2091 -3.6137  -0.135
C: -2.9697 -0.8613 -4.5525  -0.205
C: -4.2204 -0.3572 -4.8922  -0.180
C: -4.7052 0.7925 -4.2882  -0.205
C: -3.9407 1.4456 -3.3335  -0.164
C: 4.1747 1.4109 -0.4574  -0.176
C: 5.5207 1.6204 -0.7332  -0.245
C: 6.1819 2.6836 -0.1398  -0.201
C: 5.5023 3.5210 0.7367  -0.203
C: 4.1637 3.2935 1.0199  -0.202
C: 3.4950 2.2323 0.4226  -0.246
H: 2.7340 -0.0186 -3.4895  0.264
H: 4.0755 1.0953 -3.1585  0.229
H: 2.4040 2.7092 -3.5581  0.212
H: 2.0908 2.4451 -1.8582  0.210
H: 0.5004 0.5694 -2.5718  0.259
H: 0.5963 1.1924 -4.2078  0.218
H: -0.8919 2.9541 -3.6798  0.241
H: -0.0035 3.3151 -2.1985  0.228
H: -1.2213 -0.6024 -3.3408  0.229
H: -2.6009 -1.7683 -5.0125  0.223
H: -4.8274 -0.8772 -5.6217  0.218
H: -5.6913 1.1633 -4.5318  0.222
H: -4.3267 2.3103 -2.8094  0.232
H: 6.0496 0.9483 -1.3994  0.221
H: 7.2296 2.8521 -0.3507  0.220
H: 6.0207 4.3464 1.2065  0.219
H: 3.6374 3.9417 1.7084  0.218
H: 2.4511 2.0392 0.6325  0.229
Se: -0.9297 -2.6330 -0.9160  -0.059
C: 0.2860 -2.1626 -2.2038  0.055
N: 1.0612 -1.8833 -3.0139  -0.458
F: -3.1481 -0.7624 -0.3056  -0.550
B: -4.3307 0.0777 0.0691  1.354
F: -5.1914 0.0496 -0.9945  -0.540
F: -3.8061 1.3524 0.3009  -0.567
F: -4.8596 -0.4747 1.2192  -0.551

Entry 3:
The following is a DFT calculation (ωB97M-V/def2-TZVPD) of 2 unconnected molecules or ions with the total composition C4H10N3 at a distorted geometry.

As for the total energy: -8770.4651 eV. Its multiplicity is 1. As for the net charge: +1. As for the LUMO energy: -0.13770 Eh. The molar mass is 100.145 g mol⁻¹. The calculation puts the max |F| at 0.1203 hartree/bohr. As for the energy above the lowest of the compared OMol25 structures with the same formula, charge and spin: 398.9 kJ/mol.

Last column: natural (NBO) charge in e.
Geometry (Å):
C: 1.7593 -0.7959 1.1435  0.409
C: 0.4863 -0.6628 -0.8434  -0.369
C: 0.2968 0.7159 -0.3821  0.157
C: 0.6460 2.4194 1.2129  -0.466
N: 1.4011 -1.2713 0.1115  -0.249
N: 0.7871 1.1031 0.6959  -0.390
N: -1.9411 -1.9635 -1.1978  -1.040
H: 1.8422 -0.9244 2.1486  0.247
H: -0.5065 -1.2737 -0.6277  0.352
H: 0.7402 -0.8046 -1.8978  0.269
H: -0.4376 1.2055 -1.0715  0.221
H: -0.4642 2.5073 1.5792  0.231
H: 1.2248 2.4088 2.2069  0.229
H: 1.0232 3.3138 0.5691  0.251
H: -2.5116 -1.1572 -1.4586  0.375
H: -2.3694 -2.2399 -0.2981  0.390
H: -1.9766 -2.5806 -1.8906  0.383

Entry 4:
The following is a DFT calculation (ωB97M-V/def2-TZVPD) of 2 unconnected molecules or ions with the total composition C3H2BrClF2 at a distorted geometry.

As for the total energy: -91140.0035 eV. Its multiplicity is 1. As for the LUMO energy: -0.02582 Eh. The molar mass is 191.402 g mol⁻¹. The calculation puts the max |F| at 0.0910 hartree/bohr. As for the energy above the lowest of the compared OMol25 structures with the same formula, charge and spin: 227.7 kJ/mol.

Last column: natural (NBO) charge in e.
Geometry (Å):
C: 0.7951 -0.4906 -0.2113  -0.499
C: 0.0535 0.3447 0.7335  0.724
C: -0.6715 -0.1284 -0.4505  -0.213
F: -0.1758 0.1699 1.9995  -0.249
F: 0.4906 2.1619 0.5804  -0.498
Cl: -1.0778 0.9649 -1.7520  0.090
Br: -1.9956 -1.5037 -0.1520  0.103
H: 1.5285 -0.0252 -0.8557  0.282
H: 1.0529 -1.4934 0.1079  0.260

Entry 5:
The following is a DFT calculation (ωB97M-V/def2-TZVPD) of 2 unconnected molecules or ions with the total composition C4H6O at a distorted geometry.

As for the total energy: -6285.9361 eV. Its multiplicity is 1. As for the LUMO energy: 0.01508 Eh. The molar mass is 70.091 g mol⁻¹. The calculation puts the max |F| at 0.0730 hartree/bohr. As for the energy above the lowest of the compared OMol25 structures with the same formula, charge and spin: 577.2 kJ/mol.

Last column: natural (NBO) charge in e.
Geometry (Å):
C: -0.1257 0.6248 0.6693  -0.206
C: -1.0372 -0.2778 0.3848  -0.171
C: -1.1608 0.9082 -0.3893  -0.423
C: 2.1236 -0.5598 0.1166  0.088
O: 1.5284 -1.7257 -0.1732  -0.688
H: 0.7333 0.8083 1.2694  0.253
H: -1.9716 1.6772 -0.1460  0.172
H: -1.0348 0.7746 -1.5291  0.170
H: 1.9920 0.0395 -0.8323  0.084
H: -1.4465 -1.2954 0.3302  0.221
H: 1.3933 -2.4479 0.5222  0.499